Record 1
{
  "formula": "C2HNdO3",
  "method": "ωB97M-V/def2-TZVPD",
  "energy_ev": -23465.3012,
  "s2": 6.005,
  "multiplicity": 5,
  "total_charge": 3,
  "e_above_lowest_kcal_mol": 159.55,
  "lumo_ev": [-17.3, -17.3],
  "species": ["O", "H", "O", "O", "C", "C", "Nd"],
  "xyz": [[-3.3263, 0.1358, 0.2560], [-3.5722, 1.0533, 0.0355], [-0.8345, 0.8224, 0.0507], [-0.1750, -0.3980, -0.3699], [-2.1168, -0.1639, 0.0505], [-1.2568, -1.2138, -0.1662], [2.5219, 0.3584, 0.3733]]
}

Record 2
{
  "formula": "C12H17N3",
  "method": "ωB97M-V/def2-TZVPD",
  "energy_ev": -17185.0607,
  "e_above_lowest_kcal_mol": 118.75,
  "lumo_ev": 0.5,
  "species": ["C", "C", "C", "C", "C", "C", "C", "C", "C", "C", "C", "C", "N", "N", "N", "H", "H", "H", "H", "H", "H", "H", "H", "H", "H", "H", "H", "H", "H", "H", "H", "H"],
  "xyz": [[0.9741, 1.9311, 2.2566], [1.8266, 1.0491, 1.5678], [-0.2519, 1.8680, 1.6832], [1.1059, 0.6689, -2.3316], [-0.2397, -1.0897, -2.0950], [-1.3266, -1.7095, -2.5100], [1.4096, -0.3599, -0.4858], [0.6339, -1.5093, -0.8730], [-0.0718, -2.1720, 0.2252], [1.6631, -2.6026, -1.4491], [-2.6783, 2.3898, 1.2568], [-1.5419, 2.5077, 2.1940], [-0.1989, 0.9442, 0.6955], [0.2140, -0.0184, -2.7695], [1.0267, 0.4522, 0.6188], [1.2122, 2.5795, 3.1218], [2.7724, 0.5548, 1.8726], [1.4770, 1.6469, -2.3166], [-1.7297, -1.4967, -3.4942], [-1.7121, -2.6478, -2.0701], [2.5257, -0.3402, -0.5688], [0.6866, -2.4682, 1.0656], [-0.5880, -2.9952, -0.0007], [-0.8543, -1.4965, 0.8199], [2.4172, -2.9770, -0.6072], [2.2827, -2.0030, -2.1733], [1.1307, -3.4654, -2.0228], [-2.9311, 1.3980, 0.9496], [-2.4285, 2.8896, 0.2106], [-3.6302, 2.9376, 1.6563], [-1.8142, 1.9533, 3.1246], [-1.3612, 3.5806, 2.4487]]
}

Record 3
{
  "formula": "C5H6O",
  "method": "ωB97M-V/def2-TZVPD",
  "energy_ev": -7325.1001,
  "e_above_lowest_kcal_mol": 96.49,
  "lumo_ev": 0.7,
  "species": ["C", "C", "C", "C", "C", "O", "H", "H", "H", "H", "H", "H"],
  "xyz": [[1.0372, 0.9311, -1.1521], [0.2469, 0.0778, -0.2517], [0.3472, -0.1959, 1.0811], [-0.9410, -0.7339, 1.5909], [-1.6705, -0.7106, 0.4007], [-0.9871, -0.2607, -0.6760], [2.0185, 1.1228, -0.7154], [0.4756, 1.8690, -1.1825], [1.1277, 0.5293, -2.1619], [1.2117, 0.0144, 1.7107], [-0.0798, -1.6211, 1.0478], [-2.7005, -0.9726, 0.1834]]
}

Record 4
{
  "formula": "C2H4ClNO2",
  "method": "ωB97M-V/def2-TZVPD",
  "energy_ev": -20241.7345,
  "e_above_lowest_kcal_mol": 103.50,
  "lumo_ev": [-2.1, -2.1],
  "species": ["C", "C", "N", "O", "O", "Cl", "H", "H", "H", "H"],
  "xyz": [[0.8405, 0.8387, -0.0987], [0.5827, -0.5694, -0.1453], [0.0679, 1.8919, -0.0789], [2.1914, 1.1510, -0.2687], [-1.3089, 1.5292, 0.0663], [3.6659, 0.0547, 0.2505], [0.6150, -0.8624, -1.2479], [1.3210, -1.2158, 0.2880], [-0.4142, -0.8406, 0.1360], [-1.5840, 2.4881, 0.1274]]
}

Record 5
{
  "formula": "C6H10N2O2",
  "method": "ωB97M-V/def2-TZVPD",
  "energy_ev": -13454.3917,
  "e_above_lowest_kcal_mol": 127.98,
  "lumo_ev": 0.8,
  "species": ["N", "C", "C", "N", "C", "C", "C", "C", "O", "H", "H", "H", "H", "H", "H", "H", "H", "O", "H", "H"],
  "xyz": [[0.4441, 4.6899, 0.5699], [-0.3047, 3.4444, 0.6829], [0.6559, 2.3190, 0.9786], [0.7507, 1.3014, 1.6920], [-1.4309, 3.4962, 1.6867], [-2.5436, 2.4749, 1.9973], [-2.8927, 3.8248, 2.6533], [-1.4427, 3.9372, 3.1676], [-2.4718, 4.5076, 1.4101], [-0.0506, 5.3371, -0.0363], [0.5416, 5.1607, 1.4660], [-0.7468, 3.2102, -0.2985], [-3.1658, 2.1896, 1.1415], [-2.2844, 1.6341, 2.6501], [-3.8284, 4.1575, 3.1148], [-1.1000, 3.2115, 3.9147], [-1.0932, 4.9573, 3.3650], [2.2034, 2.7850, 0.8424], [2.0200, 3.7220, 0.5839], [2.0028, 1.3384, 1.7300]]
}

Record 6
{
  "formula": "C5H15N3O",
  "method": "ωB97M-V/def2-TZVPD",
  "energy_ev": -11941.2175,
  "e_above_lowest_kcal_mol": 127.57,
  "lumo_ev": [0.7, 0.7],
  "species": ["C", "C", "C", "N", "H", "H", "H", "H", "H", "H", "H", "H", "H", "C", "N", "N", "C", "O", "H", "H", "H", "H", "H", "H"],
  "xyz": [[-1.1661, 0.3438, -1.3475], [-2.1679, -0.1631, 0.8026], [-0.2220, 1.8677, 0.6711], [-0.9480, 0.2200, 0.0933], [-0.2552, 0.7289, -1.8055], [-1.9886, 1.0310, -1.5470], [-1.4152, -0.6302, -1.7749], [-2.5930, -1.0905, 0.4089], [-1.9418, -0.3018, 1.8617], [-2.9178, 0.6230, 0.7019], [-1.2179, 2.2623, 0.8798], [0.3099, 2.4447, -0.0714], [0.3466, 1.7089, 1.5804], [1.5432, 0.0759, 0.1263], [2.3731, -0.2144, -0.9891], [0.1759, -2.0131, -0.3278], [0.3185, -0.7591, 0.3875], [2.3517, 0.0565, 1.3014], [3.0530, 0.7090, 1.2008], [1.9948, -0.0039, -1.8983], [2.9673, -1.0495, -0.9689], [0.8915, -2.1030, -1.0438], [0.2647, -2.8007, 0.2989], [0.2432, -0.9424, 1.4594]]
}